{"formula": "C19H24O7", "method": "wB97M-V/def2-TZVPD", "smiles": "COC1=C[C@H](O)[C@H]2C(=O)O[C@@H](C)C[C@@H]3CC(=O)[C@@H](O)[C@H](C/C=C/C2=C1)O3", "gap_ev": 8.06, "homo_ev": -7.843, "species": ["O", "O", "O", "O", "O", "O", "O", "C", "C", "C", "C", "C", "C", "C", "C", "C", "C", "C", "C", "C", "C", "C", "C", "C", "C", "C", "H", "H", "H", "H", "H", "H", "H", "H", "H", "H", "H", "H", "H", "H", "H", "H", "H", "H", "H", "H", "H", "H", "H", "H"], "positions_angstrom": [[-3.79254, 1.82244, 0.77731], [3.47805, -4.60682, 0.51012], [-0.50586, 0.12816, -0.96803], [-2.60256, -0.56481, -0.18499], [-0.82430, 4.94725, 2.77596], [2.28312, -5.35988, -1.76787], [1.49430, -1.66853, -0.64735], [-0.72432, -0.68314, -2.18590], [-1.40421, 0.24475, -3.22396], [-1.49174, 1.03816, 1.13196], [-2.30786, 3.47894, 1.58272], [1.01101, 0.53412, 1.74076], [-0.09429, 1.49871, 1.51878], [2.24484, -3.89581, 0.13953], [2.05717, -1.89335, 1.66933], [2.00436, -4.21112, -1.35051], [-1.72932, 6.04988, 2.81303], [-1.06238, 3.88251, 1.90348], [0.05668, 2.85067, 1.82587], [1.25334, -3.27912, -2.27399], [-2.48233, 2.26862, 0.74396], [1.65531, -1.87238, -2.02406], [-1.61460, 0.16577, -0.13362], [0.89109, -0.88677, 1.67910], [2.37203, -2.38156, 0.27069], [0.65498, -1.06097, -2.81939], [1.94314, -2.57500, 2.40960], [-2.69033, 5.75671, 3.26421], [-2.05420, 0.91940, -2.66336], [0.45208, -1.35165, -3.89715], [0.16868, -3.44317, -2.03192], [-0.09461, -1.29219, 1.51304], [-1.83628, 6.40652, 1.76333], [-3.14115, 4.13201, 1.93938], [-2.12695, 2.51787, -0.25022], [3.37866, -5.53418, 0.21725], [2.99556, -1.29140, 2.05491], [-1.92742, -0.44656, -3.90239], [2.05389, 0.88221, 1.88181], [1.46484, -3.59642, -3.38220], [1.44301, -4.37351, 0.77078], [2.63424, -1.64174, -2.45329], [-0.64267, 0.83695, -3.83647], [1.22165, -0.16687, -3.03483], [-1.30044, -1.62327, -1.91434], [-1.30765, 6.78732, 3.50082], [-1.84348, 0.50081, 2.00522], [1.02008, 3.16713, 2.21636], [3.34206, -2.04917, -0.03335], [-3.97268, 0.93248, 0.35991]], "forces_ev_per_a": [[-1.5, -0.6, -0.3], [-1.0, 1.0, 0.0], [-2.3, -0.3, 0.4], [1.3, 1.0, -1.3], [0.8, -0.7, -0.7], [-0.2, 2.7, 1.2], [0.0, 0.2, 0.9], [1.1, 0.1, -0.4], [0.7, -0.7, -0.1], [0.7, 1.4, -1.1], [0.2, 1.7, 0.6], [0.2, -4.0, -0.4], [0.0, 2.5, 0.5], [1.0, -1.6, -0.8], [1.7, 5.6, -0.5], [-0.6, -4.0, -1.3], [-0.1, -0.7, -0.5], [-0.4, -1.7, 1.6], [-0.2, -0.9, -0.2], [0.8, -2.2, -1.3], [1.2, -1.7, 0.4], [-1.5, -1.1, -0.7], [0.8, -1.8, 1.6], [0.5, 3.7, 0.1], [-0.7, 0.0, -0.5], [-0.4, 2.1, -0.3], [-0.6, -2.7, 1.8], [0.1, 0.0, -0.4], [-0.3, -0.1, -0.6], [0.3, -0.7, 1.4], [0.8, 0.3, -0.3], [-0.2, -0.2, 0.0], [-0.3, 0.2, 0.9], [0.4, -1.0, -0.8], [-0.2, 0.2, -0.7], [-0.1, 0.7, -0.1], [-1.7, -1.0, -0.8], [-0.3, 0.7, 0.0], [-0.9, 0.2, 0.0], [-0.5, 0.4, 2.1], [0.2, 0.9, -0.8], [0.4, -0.1, 0.6], [-1.0, -0.7, 1.0], [-0.4, 1.1, 0.2], [0.4, 1.4, -0.3], [0.2, -0.1, -0.4], [-0.6, -0.4, -0.1], [-0.1, 0.1, -0.1], [1.0, -0.3, 0.1], [1.0, 1.3, 0.5]]}